C31H42N8O2RhS2Si2Te as an isolated structure. Source: the Open Molecules 2025 dataset; level of theory: wB97M-V/def2-TZVPD.

Output
**E_LUMO**: -3.4 eV
**Highest occupied orbital energy**: -10.2 eV
**Energy above the lowest of the compared OMol25 structures with the same formula, charge and spin**: 0.0 kcal/mol
**Charge**: +1
**Kohn-Sham gap**: 6.793 eV

Last column: Löwdin charge in e.
CARTESIAN COORDINATES (ANGSTROEM)
Rh: -0.8363 0.6987 0.1481  0.630
N: -4.4121 2.2888 -1.6111  0.110
C: -3.4164 1.6026 -1.0326  -0.783
S: -1.9229 2.4899 -0.7582  0.658
N: -3.6538 0.3636 -0.6861  0.061
N: -2.5803 -0.2624 -0.1486  -0.106
C: -2.6704 -1.4626 0.3082  -0.182
C: -3.9145 -2.2567 0.2778  -0.192
C: -4.4739 -2.7252 1.4622  -0.038
C: -5.6306 -3.4894 1.4246  -0.070
C: -6.2149 -3.7970 0.2045  -0.071
C: -5.6489 -3.3372 -0.9777  -0.057
C: -4.5021 -2.5608 -0.9468  -0.012
C: -1.3931 -2.0630 0.7454  -0.192
C: -1.2624 -3.4160 1.0108  0.032
C: -0.0019 -3.9312 1.2723  -0.016
C: 1.0961 -3.0888 1.2448  -0.022
C: 0.8916 -1.7446 0.9839  -0.100
N: -0.3199 -1.2437 0.7717  -0.006
H: -4.2179 3.1710 -2.0493  0.096
H: -5.2353 1.7817 -1.8909  0.117
H: -4.0100 -2.4863 2.4126  0.119
H: -6.0732 -3.8454 2.3452  0.107
H: -7.1139 -4.3984 0.1743  0.108
H: -6.1046 -3.5834 -1.9275  0.110
H: -4.0471 -2.1944 -1.8576  0.116
H: -2.1353 -4.0512 0.9768  0.128
H: 0.1206 -4.9871 1.4723  0.121
H: 2.0982 -3.4566 1.4124  0.113
H: 1.7080 -1.0408 0.9162  0.078
N: 3.0174 -2.4587 -6.7772  0.119
C: 2.1399 -1.9924 -5.8361  -0.312
C: 1.1200 -1.0989 -6.1939  -0.017
C: 0.2165 -0.6547 -5.2524  -0.055
C: 0.3088 -1.1054 -3.9432  -0.324
C: 1.3056 -1.9990 -3.5716  -0.058
C: 2.2219 -2.4324 -4.5065  -0.020
S: -0.8687 -0.5877 -2.7577  0.625
O: -1.3193 -1.7715 -2.0664  -0.300
O: -1.8590 0.2408 -3.3804  -0.294
N: 0.0333 0.2469 -1.6174  -0.234
C: 1.1379 0.9688 -2.0636  -0.534
N: 2.2105 0.9848 -1.2566  0.003
C: 3.2747 1.6500 -1.6986  -0.157
C: 3.3035 2.2974 -2.9185  -0.028
C: 2.1224 2.2707 -3.6409  -0.089
N: 1.0383 1.6403 -3.2099  0.158
H: 3.0558 -2.0174 -7.6776  0.099
H: 3.8408 -2.9520 -6.4854  0.098
H: 1.0427 -0.7614 -7.2202  0.115
H: -0.5615 0.0491 -5.5146  0.118
H: 1.3571 -2.3547 -2.5499  0.115
H: 2.9980 -3.1328 -4.2233  0.113
H: 4.1432 1.6532 -1.0474  0.100
H: 4.1836 2.8144 -3.2696  0.108
H: 2.0296 2.7850 -4.5914  0.120
C: -0.4007 2.1884 5.0111  -0.173
Si: -1.2565 2.7415 3.4449  0.420
C: -2.6087 3.9573 3.8463  -0.169
C: -1.9612 1.2453 2.5515  -0.201
C: -0.0719 3.5539 2.2213  -0.557
Te: 1.1035 2.3127 0.9405  1.432
C: 2.0795 1.2552 2.5133  -0.532
Si: 3.9525 0.9535 2.4084  0.411
C: 4.4814 0.6055 4.1659  -0.176
C: 4.7639 2.5189 1.7894  -0.182
C: 4.3951 -0.5214 1.3428  -0.177
H: -1.1548 1.9062 5.7498  0.040
H: 0.1934 2.9938 5.4486  0.042
H: 0.2519 1.3264 4.8646  0.020
H: -3.3563 3.5085 4.5035  0.040
H: -3.1166 4.3004 2.9429  0.039
H: -2.2036 4.8331 4.3577  0.041
H: -2.5843 0.5957 3.1706  0.062
H: -1.1156 0.5954 2.2448  -0.010
H: -2.5801 1.5675 1.7084  0.002
H: 0.6279 4.2339 2.7126  0.018
H: -0.6626 4.1533 1.5224  -0.004
H: 1.5097 0.3522 2.7389  0.003
H: 1.9540 1.9268 3.3679  0.004
H: 4.2837 1.4579 4.8190  0.037
H: 5.5514 0.3923 4.2149  0.040
H: 3.9552 -0.2602 4.5746  0.037
H: 4.6324 3.3259 2.5147  0.042
H: 4.3624 2.8676 0.8356  0.000
H: 5.8381 2.3668 1.6646  0.042
H: 4.1160 -1.4488 1.8495  0.029
H: 5.4772 -0.5513 1.1940  0.042
H: 3.9281 -0.5104 0.3578  0.009